Entry 1:
Molecular formula: C11H11Br3O4
Method: DFT, the ωB97M-V functional and the def2-TZVPD basis

Each line ends with the Löwdin charge.
CARTESIAN COORDINATES (ANGSTROEM)
C: -1.276 3.562 1.013  -0.11
C: -0.532 2.295 0.427  -0.20
C: -0.173 1.363 1.726  -0.08
C: 0.492 -0.005 1.354  -0.23
O: -0.304 -0.933 0.579  0.05
C: -1.068 -1.757 1.173  -0.58
C: -2.042 -2.508 0.374  0.00
O: -1.341 -1.889 2.369  0.08
C: 1.820 0.161 0.711  -0.10
C: 2.215 0.394 -0.589  -0.54
Br: 1.004 0.281 -1.991  0.88
C: 3.666 0.591 -0.611  -0.40
C: 4.459 1.046 -1.685  -1.02
Br: 6.340 1.093 -1.439  0.74
Br: 3.757 1.638 -3.392  0.65
O: 4.165 0.282 0.615  0.11
C: 3.097 0.033 1.392  -0.37
O: 3.111 -0.172 2.633  0.11
H: -1.579 4.353 0.273  0.07
H: -2.311 3.327 1.348  0.07
H: -0.621 3.951 1.828  0.08
H: 0.403 2.411 -0.090  0.06
H: -1.193 1.692 -0.235  0.09
H: -1.043 1.008 2.305  0.13
H: 0.467 1.698 2.483  0.10
H: 0.641 -0.389 2.316  0.13
H: -2.597 -1.910 -0.431  0.12
H: -2.756 -2.986 1.019  0.08
H: -1.457 -3.284 -0.129  0.09

HOMO-LUMO gap = 7.87 eV
Largest force on an atom = 6.65 eV/Å
ΔE to the lowest compared entry with this formula, charge and spin = 150.4 kJ/mol
SMILES string = CCC[C@@H](OC(C)=O)C1=C(Br)C(=C(Br)Br)OC1=O
E = -229900.16703 eV
Molar mass = 446.917 g/mol

***

Entry 2:
Molecular formula: C11H11BrHfO2
Method: DFT, the ωB97M-V functional and the def2-TZVPD basis

Each line ends with the Löwdin charge.
CARTESIAN COORDINATES (ANGSTROEM)
C: 0.412 -1.119 -1.924  -0.17
C: 1.626 -0.390 -1.677  -0.21
C: 2.182 -0.854 -0.410  -0.25
H: 2.083 0.335 -2.344  0.11
C: 1.270 -1.857 0.130  -0.18
C: 0.179 -2.013 -0.805  -0.15
H: -0.636 -2.726 -0.698  0.12
H: -0.189 -1.060 -2.830  0.12
H: 3.095 -0.508 0.068  0.10
H: 1.420 -2.428 1.042  0.12
Hf: 0.236 0.263 0.194  1.16
Br: 1.750 2.274 0.159  0.23
C: -1.675 1.545 0.820  -0.20
C: -2.158 0.187 0.595  -0.17
C: -2.080 -0.080 -0.821  -0.17
H: -2.528 -0.497 1.353  0.12
C: -1.529 1.091 -1.476  -0.16
C: -1.273 2.090 -0.468  -0.25
H: -0.916 3.098 -0.644  0.08
H: -1.566 2.040 1.784  0.12
H: -2.444 -0.980 -1.306  0.11
H: -1.373 1.225 -2.543  0.11
O: 0.989 -0.149 4.183  0.07
C: 1.072 0.100 3.015  -0.47
O: 0.175 -0.224 2.087  -0.26
H: 1.879 0.635 2.516  0.08

HOMO-LUMO gap = 8.88 eV
Largest force on an atom = 2.97 eV/Å
E = -87032.45128 eV
Molar mass = 433.601 g/mol

***

Entry 3:
Molecular formula: C11H11BrN5O2Y
Method: DFT, the ωB97M-V functional and the def2-TZVPD basis

Each line ends with the Löwdin charge.
CARTESIAN COORDINATES (ANGSTROEM)
Y: -0.081 1.082 0.000  1.69
N: 2.920 1.575 0.000  0.04
N: 3.234 2.945 0.000  0.02
C: 2.258 3.869 0.000  -0.37
N: 2.552 5.149 0.000  0.26
N: 1.032 3.317 0.000  0.01
N: -0.111 4.054 0.000  -0.40
O: -1.121 3.282 0.000  -0.12
O: -0.182 5.243 0.000  0.19
H: 3.342 1.149 0.819  0.12
H: 3.342 1.149 -0.819  0.12
H: 4.202 3.224 0.000  0.18
H: 3.507 5.477 0.000  0.16
H: 1.808 5.829 0.000  0.13
Br: -2.962 0.584 0.000  0.86
C: -2.763 -1.351 0.000  -0.54
C: -3.939 -2.029 0.000  -0.10
C: -3.906 -3.439 0.000  -0.03
C: -2.705 -4.080 0.000  0.00
C: -1.487 -3.353 0.000  -0.15
C: -0.244 -4.040 0.000  0.01
C: 0.943 -3.369 0.000  -0.06
C: 0.932 -1.960 0.000  -0.16
C: -0.235 -1.214 0.000  -0.31
C: -1.480 -1.934 0.000  -0.25
H: -4.887 -1.503 0.000  0.12
H: -4.836 -3.991 0.000  0.13
H: -2.660 -5.164 0.000  0.13
H: -0.258 -5.125 0.000  0.13
H: 1.882 -3.909 0.000  0.12
H: 1.906 -1.464 0.000  0.07

HOMO-LUMO gap = 6.16 eV
Largest force on an atom = 0.89 eV/Å
Net charge = +2
E = -94198.51878 eV
Molar mass = 414.052 g/mol

***

Entry 4:
Molecular formula: C11H11Cl2FN2
Method: DFT, the ωB97M-V functional and the def2-TZVPD basis

Each line ends with the Löwdin charge.
CARTESIAN COORDINATES (ANGSTROEM)
F: 4.230 -0.990 -1.577  -0.13
C: 3.481 0.200 -1.152  -0.15
C: 2.357 -0.272 -0.108  -0.14
C: 0.875 0.269 -0.448  -0.17
C: 0.674 1.671 -1.100  -0.04
N: -0.569 2.299 -1.420  0.07
C: -1.637 1.413 -1.034  -0.18
C: -3.117 1.940 -1.272  0.00
C: -4.377 1.085 -0.906  -0.07
C: -4.214 -0.368 -0.313  -0.07
C: -2.773 -0.878 -0.090  -0.01
C: -1.492 -0.002 -0.422  -0.17
N: -0.214 -0.594 -0.123  0.10
H: 3.085 0.700 -2.099  0.11
H: 4.263 0.846 -0.591  0.13
H: 2.680 -0.005 0.968  0.07
H: 2.308 -1.428 -0.152  0.10
H: 1.630 2.277 -1.335  0.11
H: -3.312 2.978 -1.731  0.10
H: -5.419 1.538 -1.076  0.09
H: -5.121 -1.006 -0.045  0.09
H: -2.606 -1.936 0.345  0.10
Cl: 2.829 -2.933 2.173  0.52
C: 1.716 -1.990 3.172  -1.01
Cl: 2.456 -0.472 3.697  0.51
H: 0.822 -1.765 2.590  0.02
H: 1.447 -2.575 4.050  0.03

HOMO-LUMO gap = 7.73 eV
Largest force on an atom = 6.18 eV/Å
ΔE to the lowest compared entry with this formula, charge and spin = 375.5 kJ/mol
SMILES string = FCCc1cnc2ccccc2n1.ClCCl
E = -42322.17304 eV
Molar mass = 261.127 g/mol

***

Entry 5:
Molecular formula: C11H11ClN2O2Pd
Method: DFT, the ωB97M-V functional and the def2-TZVPD basis

Each line ends with the Löwdin charge.
CARTESIAN COORDINATES (ANGSTROEM)
Cl: 2.238 -1.928 0.994  0.32
C: 1.817 2.277 1.104  -0.01
C: 0.570 2.821 0.593  -0.07
C: 0.326 2.227 -0.678  -0.08
H: -0.039 3.581 1.066  0.14
C: 1.394 1.273 -0.942  -0.28
C: 2.294 1.336 0.175  -0.04
H: 3.186 0.716 0.230  0.12
H: 2.306 2.570 2.034  0.15
H: -0.487 2.410 -1.364  0.14
C: 1.565 0.474 -2.185  0.00
Pd: -0.089 0.604 0.760  0.87
C: -1.790 1.252 1.301  -0.10
C: 0.623 -0.492 2.389  -0.23
O: -2.858 1.548 1.635  0.22
O: 0.592 -0.898 3.469  0.17
H: 0.587 0.248 -2.641  0.10
H: 2.062 -0.481 -1.944  0.09
H: 2.171 1.005 -2.947  0.14
N: -2.121 -1.719 0.681  0.01
C: -2.606 -2.786 0.050  -0.02
C: -1.862 -2.933 -1.114  0.01
C: -0.896 -1.885 -1.089  -0.08
N: -1.093 -1.155 0.022  -0.10
H: -2.415 -1.379 1.601  0.17
H: -3.427 -3.352 0.439  0.14
H: -1.957 -3.667 -1.869  0.11
H: -0.090 -1.667 -1.770  0.10

HOMO-LUMO gap (spin up / spin down) = 9.08 / 4.80 eV
Largest force on an atom = 7.29 eV/Å
⟨S²⟩ = 6.02
Net charge = +2
Spin multiplicity = 5
E = -34639.96612 eV
Molar mass = 345.094 g/mol

***

Entry 6:
Molecular formula: C11H11F4N2RhS3
Method: DFT, the ωB97M-V functional and the def2-TZVPD basis

Each line ends with the Löwdin charge.
CARTESIAN COORDINATES (ANGSTROEM)
Rh: 0.068 -0.073 1.006  0.80
C: -1.685 -0.814 -1.510  -0.08
N: -1.893 -0.214 -0.191  -0.37
C: -2.959 -0.921 0.524  -0.10
C: -2.199 1.221 -0.279  -0.20
C: -1.035 2.013 -0.852  -0.24
N: 0.202 1.526 -0.262  -0.14
C: 1.392 1.919 -0.825  -0.18
C: 2.504 1.068 -0.739  -0.15
F: 2.346 -0.138 -0.134  0.02
C: 3.737 1.379 -1.263  -0.22
F: 4.732 0.491 -1.140  0.10
C: 3.952 2.573 -1.923  0.07
C: 2.877 3.430 -2.026  -0.22
F: 3.027 4.611 -2.639  0.10
C: 1.636 3.127 -1.497  -0.15
F: 0.665 4.053 -1.602  0.09
H: -2.585 -0.712 -2.131  0.10
H: -1.456 -1.871 -1.385  0.08
H: -0.846 -0.335 -2.010  0.08
H: -3.916 -0.820 -0.002  0.10
H: -3.059 -0.514 1.530  0.08
H: -2.705 -1.977 0.598  0.06
H: -2.409 1.560 0.738  0.12
H: -3.103 1.388 -0.880  0.13
H: -1.218 3.070 -0.644  0.12
H: -1.007 1.916 -1.945  0.12
H: 4.917 2.826 -2.336  0.14
S: -1.754 -3.385 3.150  0.65
C: -0.640 -2.222 2.710  -1.89
S: -0.434 -0.662 3.347  0.48
S: 0.207 -2.721 1.317  0.52

HOMO-LUMO gap (spin up / spin down) = 7.42 / 5.46 eV
Largest force on an atom = 0.25 eV/Å
⟨S²⟩ = 6.02
ΔE to the lowest compared entry with this formula, charge and spin = 0.0 kJ/mol
Spin multiplicity = 5
E = -60946.49846 eV
Molar mass = 446.322 g/mol

***

Copy entry 1 word for word.
Molecular formula: C11H11Br3O4
Method: DFT, the ωB97M-V functional and the def2-TZVPD basis

Each line ends with the Löwdin charge.
CARTESIAN COORDINATES (ANGSTROEM)
C: -1.276 3.562 1.013  -0.11
C: -0.532 2.295 0.427  -0.20
C: -0.173 1.363 1.726  -0.08
C: 0.492 -0.005 1.354  -0.23
O: -0.304 -0.933 0.579  0.05
C: -1.068 -1.757 1.173  -0.58
C: -2.042 -2.508 0.374  0.00
O: -1.341 -1.889 2.369  0.08
C: 1.820 0.161 0.711  -0.10
C: 2.215 0.394 -0.589  -0.54
Br: 1.004 0.281 -1.991  0.88
C: 3.666 0.591 -0.611  -0.40
C: 4.459 1.046 -1.685  -1.02
Br: 6.340 1.093 -1.439  0.74
Br: 3.757 1.638 -3.392  0.65
O: 4.165 0.282 0.615  0.11
C: 3.097 0.033 1.392  -0.37
O: 3.111 -0.172 2.633  0.11
H: -1.579 4.353 0.273  0.07
H: -2.311 3.327 1.348  0.07
H: -0.621 3.951 1.828  0.08
H: 0.403 2.411 -0.090  0.06
H: -1.193 1.692 -0.235  0.09
H: -1.043 1.008 2.305  0.13
H: 0.467 1.698 2.483  0.10
H: 0.641 -0.389 2.316  0.13
H: -2.597 -1.910 -0.431  0.12
H: -2.756 -2.986 1.019  0.08
H: -1.457 -3.284 -0.129  0.09

HOMO-LUMO gap = 7.87 eV
Largest force on an atom = 6.65 eV/Å
ΔE to the lowest compared entry with this formula, charge and spin = 150.4 kJ/mol
SMILES string = CCC[C@@H](OC(C)=O)C1=C(Br)C(=C(Br)Br)OC1=O
E = -229900.16703 eV
Molar mass = 446.917 g/mol